The following is a quantum chemistry calculation of a structure of composition C2H3ClO2S, from the Open Molecules 2025 dataset.

Geometry (Å):
C 0.320 0.693 -0.395
C -0.062 -0.046 0.962
O -1.860 -0.624 -1.239
O 0.277 -1.845 -1.030
S -0.551 -0.745 -0.659
Cl 1.192 -0.894 1.761
H -0.299 1.885 -0.625
H 1.390 0.850 -0.530
H -0.407 0.727 1.754

Calculated values
HOMO-LUMO gap   10.8 eV
DFT total energy   -1086.73030 Ha
LUMO   0.25 eV

natural (NBO) atomic charge list, values in e, 4 entries: atom 1 (C): -0.72, atom 2 (C): -0.54, atom 3 (O): -0.87, atom 4 (O): -0.88